Record 1
This record from the Open Molecules 2025 dataset describes a structure of composition C38H30BClF9N10O7SY in a non-equilibrium geometry. The level of theory is ωB97M-V with the def2-TZVPD basis set.

Geometry (Å):
Y  -0.134  -0.525  -0.115
C  2.452  1.757  -1.651
C  2.869  0.862  -0.529
C  4.080  0.890  0.173
C  4.000  -0.148  1.073
N  2.817  -0.763  0.912
N  2.108  -0.131  -0.061
B  2.371  -2.110  1.582
N  1.099  -1.972  2.487
C  0.846  -2.560  3.670
C  -0.493  -2.415  3.955
C  -1.029  -1.722  2.868
C  -2.443  -1.276  2.677
N  -0.064  -1.458  1.984
N  1.970  -3.098  0.464
C  2.353  -4.369  0.257
C  1.599  -4.880  -0.773
C  0.737  -3.836  -1.151
C  -0.284  -3.865  -2.240
N  0.960  -2.770  -0.387
N  3.607  -2.641  2.328
C  4.709  -3.167  1.729
C  5.727  -3.180  2.643
C  5.164  -2.607  3.810
C  5.813  -2.347  5.135
N  3.903  -2.265  3.605
H  3.081  2.646  -1.661
H  1.413  2.067  -1.559
H  2.568  1.244  -2.608
H  4.895  1.588  0.044
H  4.713  -0.469  1.820
H  1.638  -3.007  4.242
H  -1.024  -2.758  4.834
H  -2.901  -1.076  3.645
H  -3.029  -2.050  2.179
H  -2.491  -0.362  2.087
H  3.120  -4.833  0.860
H  1.650  -5.871  -1.200
H  -0.586  -4.893  -2.433
H  0.138  -3.442  -3.152
H  -1.162  -3.288  -1.965
H  4.692  -3.476  0.692
H  6.733  -3.554  2.503
H  6.236  -3.260  5.559
H  5.073  -1.945  5.826
H  6.621  -1.620  5.033
O  -6.190  -2.425  0.067
C  -6.392  -1.128  0.189
O  -7.452  -0.675  0.554
C  -5.244  -0.231  -0.149
C  -5.343  1.126  -0.313
Cl  -6.705  2.124  -0.110
N  -4.113  1.608  -0.633
N  -3.182  0.625  -0.601
C  -3.862  -0.483  -0.364
C  -3.134  -1.799  -0.420
O  -3.805  -2.833  -0.501
O  -1.864  -1.764  -0.395
C  -3.817  2.920  -1.141
C  -4.656  3.491  -2.089
C  -4.353  4.741  -2.603
C  -3.212  5.412  -2.184
C  -2.363  4.812  -1.265
C  -2.661  3.560  -0.750
H  -5.239  -2.625  -0.187
H  -5.525  2.959  -2.447
H  -5.009  5.182  -3.347
H  -2.974  6.390  -2.587
H  -1.455  5.311  -0.952
H  -1.980  3.048  -0.088
O  1.440  -1.587  -3.600
C  0.676  -0.655  -3.434
O  0.102  -0.361  -2.287
C  0.352  0.302  -4.537
C  0.853  0.078  -5.816
C  0.573  0.958  -6.846
C  -0.216  2.077  -6.591
C  -0.722  2.318  -5.326
C  -0.442  1.430  -4.277
S  -1.082  1.715  -2.685
H  1.464  -0.804  -5.971
H  0.961  0.777  -7.843
H  -0.440  2.774  -7.393
H  -1.340  3.189  -5.130
F  0.819  4.635  2.429
C  0.884  3.575  1.591
F  0.400  3.966  0.398
F  2.180  3.272  1.409
C  0.069  2.331  2.098
O  -0.185  1.505  1.061
C  -1.253  2.894  2.776
F  -2.230  1.973  2.710
F  -1.696  4.008  2.158
F  -1.090  3.229  4.073
C  0.895  1.663  3.267
F  0.114  0.830  3.986
F  1.907  0.955  2.780
F  1.423  2.562  4.123

Electronic energy, a.u.: -4361.22554
Frontier orbital gap (spin up / spin down), eV: 8.336 / 6.842
Net charge: -1
Spin multiplicity: 2
Maximum force, hartree/bohr: 0.0318
Highest occupied orbital energy (spin up / spin down), eV: -5.983 / -5.744

Atomic partial charges in e from the Löwdin method, atoms 1 to 2: Y 1.51; C -0.02

---

Record 2
This record from the Open Molecules 2025 dataset describes a structure of composition C38H30BrCl4KNO2PS in a non-equilibrium geometry. The level of theory is ωB97M-V with the def2-TZVPD basis set.

Geometry (Å):
K  -0.808  1.310  0.973
Cl  -2.428  2.544  3.477
C  -3.110  1.401  4.605
C  -2.984  1.704  5.945
C  -3.528  0.852  6.900
C  -4.191  -0.284  6.467
C  -4.293  -0.555  5.114
Cl  -5.158  -2.023  4.692
C  -3.760  0.250  4.093
S  -3.853  -0.122  2.409
H  -2.457  2.605  6.225
H  -3.434  1.071  7.955
H  -4.635  -0.977  7.168
Br  -2.312  4.558  -0.072
C  -0.630  5.305  -0.579
C  -0.654  6.285  -1.526
C  0.562  6.866  -1.950
C  1.740  6.438  -1.417
C  1.766  5.414  -0.434
C  2.999  4.965  0.096
C  3.000  3.974  1.037
C  1.781  3.407  1.477
C  0.527  3.772  1.020
C  0.565  4.811  0.034
H  -1.595  6.606  -1.952
H  0.549  7.646  -2.704
H  2.680  6.872  -1.744
H  3.922  5.411  -0.263
H  3.944  3.617  1.443
H  1.872  2.616  2.223
C  -4.179  -1.715  -0.858
P  -2.998  -0.310  -0.858
C  -4.138  1.047  -1.336
C  -2.099  -0.649  -2.432
C  -2.590  -0.384  -3.708
C  -1.839  -0.680  -4.836
C  -0.581  -1.255  -4.701
C  -0.078  -1.521  -3.437
C  -0.832  -1.211  -2.314
H  -4.700  -1.803  -1.816
H  -4.902  -1.568  -0.055
H  -3.641  -2.641  -0.654
H  -4.842  0.769  -2.125
H  -3.568  1.919  -1.654
H  -4.703  1.324  -0.444
H  -3.565  0.072  -3.826
H  -2.233  -0.453  -5.819
H  0.013  -1.477  -5.578
H  0.913  -1.940  -3.313
H  -0.415  -1.377  -1.329
Cl  3.724  -3.084  2.891
C  2.660  -4.182  2.067
C  2.354  -5.382  2.683
C  1.530  -6.290  2.038
C  0.991  -5.973  0.803
C  1.282  -4.749  0.220
Cl  0.438  -4.326  -1.233
C  2.156  -3.827  0.812
N  2.471  -2.588  0.265
C  3.043  -2.389  -0.975
C  3.489  -3.441  -1.775
C  4.028  -3.197  -3.028
C  4.151  -1.902  -3.501
C  3.765  -0.853  -2.674
C  3.239  -1.061  -1.409
C  2.957  0.113  -0.505
C  1.462  0.282  -0.204
O  0.808  1.028  -0.936
O  1.010  -0.403  0.770
H  2.768  -5.593  3.658
H  1.287  -7.231  2.510
H  0.309  -6.641  0.299
H  1.994  -1.769  0.703
H  3.388  -4.459  -1.422
H  4.345  -4.037  -3.636
H  4.557  -1.706  -4.485
H  3.880  0.172  -3.005
H  3.312  1.022  -0.987
H  3.498  -0.019  0.436

Electronic energy, a.u.: -7425.68419
Frontier orbital gap, eV: 5.565
Net charge: -2
Maximum force, hartree/bohr: 0.0226
Highest occupied orbital energy, eV: -1.645

Atomic partial charges in e from the Löwdin method, atoms 1 to 2: K 0.55; Cl 0.63

---

Record 3
This record from the Open Molecules 2025 dataset describes a structure of composition C38H30F6N6O4Y. The level of theory is ωB97M-V with the def2-TZVPD basis set.

Geometry (Å):
Y  -0.430  0.079  0.298
O  0.669  1.868  1.104
C  1.162  3.003  0.774
C  1.879  3.780  1.726
C  2.419  5.000  1.401
C  2.289  5.535  0.110
C  1.605  4.801  -0.831
C  1.040  3.553  -0.534
C  0.393  2.840  -1.611
N  -0.151  1.687  -1.553
C  -0.681  1.130  -2.786
C  -2.152  0.737  -2.613
N  -2.476  0.564  -1.199
C  -3.707  0.694  -0.903
C  -4.285  0.603  0.422
C  -5.673  0.488  0.540
C  -6.292  0.405  1.769
C  -5.494  0.457  2.917
C  -4.127  0.596  2.831
C  -3.467  0.679  1.579
O  -2.189  0.834  1.510
H  1.984  3.364  2.721
H  2.960  5.558  2.157
H  2.721  6.495  -0.138
H  1.501  5.181  -1.844
H  0.407  3.361  -2.577
H  -0.097  0.243  -3.025
H  -0.574  1.834  -3.620
H  -2.332  -0.202  -3.135
H  -2.804  1.500  -3.052
H  -4.429  0.898  -1.706
H  -6.265  0.452  -0.370
H  -7.366  0.301  1.845
H  -5.958  0.389  3.895
H  -3.519  0.637  3.728
C  3.432  1.547  -4.191
C  3.634  2.064  -2.917
C  3.179  1.380  -1.802
C  2.500  0.163  -1.923
C  2.315  -0.353  -3.211
C  2.775  0.331  -4.327
N  1.996  -0.433  -0.759
C  2.437  -1.635  -0.413
C  3.317  -2.471  -1.186
C  3.743  -3.686  -0.733
C  3.375  -4.191  0.534
C  2.603  -3.399  1.339
C  2.128  -2.155  0.891
N  1.441  -1.293  1.722
N  1.642  -1.436  2.955
C  0.985  -0.457  3.735
C  1.513  -0.195  4.997
C  0.957  0.836  5.728
C  -0.098  1.558  5.183
C  -0.573  1.195  3.933
N  -0.052  0.193  3.231
H  3.785  2.081  -5.065
H  4.143  3.013  -2.788
H  3.316  1.788  -0.808
H  1.789  -1.292  -3.327
H  2.608  -0.089  -5.313
H  3.638  -2.130  -2.159
H  4.384  -4.282  -1.375
H  3.702  -5.170  0.857
H  2.314  -3.718  2.332
H  2.351  -0.779  5.351
H  1.347  1.084  6.708
H  -0.552  2.382  5.716
H  -1.399  1.708  3.453
O  -1.874  -2.620  2.843
C  -1.498  -1.854  2.109
C  -0.594  -4.110  -0.458
C  -1.111  -2.950  -1.321
O  -0.688  -1.743  -0.890
C  -0.604  -3.186  -2.768
F  0.720  -3.406  -2.776
F  -1.179  -4.259  -3.358
F  -0.824  -2.139  -3.580
C  -2.666  -3.014  -1.332
F  -3.221  -2.265  -2.304
F  -3.158  -2.566  -0.167
F  -3.150  -4.264  -1.494
H  0.484  -4.004  -0.360
H  -0.834  -5.085  -0.881
H  -1.040  -4.037  0.534

Electronic energy, a.u.: -2733.40661
Frontier orbital gap, eV: 6.137
Net charge: -1
Maximum force, hartree/bohr: 0.0145
Highest occupied orbital energy, eV: -4.133

Atomic partial charges in e from the Löwdin method, atoms 1 to 2: Y 1.51; O -0.18